A molecular structure, C15H26AsN7S5Tc, computed with the ωB97M-V functional and the def2-TZVPD basis.

Geometry as XYZ:
```
55
Properties=species:S:1:pos:R:3:forces:R:3
Tc -0.011355 0.302017 0.704706 0.0 -0.2 -0.2
C -5.432675 0.599979 -2.247583 0.0 0.0 0.0
C -5.259120 0.804866 -0.752542 -0.1 0.0 0.0
N -3.998220 1.502488 -0.435369 0.0 0.1 0.0
C -2.841038 0.887175 -0.326344 0.1 0.0 0.0
S -1.381719 1.908565 -0.062664 0.1 -0.1 0.0
N -2.709204 -0.403863 -0.414806 -0.2 0.0 0.0
N -1.415442 -0.810238 -0.303101 0.2 0.0 0.1
C -1.066091 -1.948338 -0.823046 -0.1 0.1 0.0
C -2.021628 -2.851925 -1.505199 0.0 0.0 0.0
C 0.370079 -2.249944 -0.712819 0.0 -0.1 0.0
C 0.924749 -3.431698 -1.157546 0.0 0.1 0.0
C 2.298709 -3.629660 -1.038973 0.0 0.1 0.0
C 3.071434 -2.631892 -0.473386 0.0 0.0 0.0
C 2.450973 -1.472100 -0.038568 0.1 0.1 0.0
N 1.134477 -1.270109 -0.156688 -0.2 0.1 0.1
H -6.366874 0.073046 -2.434230 0.0 0.0 0.0
H -4.618552 0.003419 -2.659609 0.0 0.0 0.0
H -5.473516 1.552124 -2.775017 0.0 0.0 0.0
H -5.249336 -0.142231 -0.216183 0.0 0.0 0.0
H -6.060385 1.414287 -0.339673 0.0 0.0 0.0
H -4.016495 2.507754 -0.356689 0.0 0.0 0.0
H -2.902539 -2.302537 -1.822387 0.0 0.0 0.0
H -2.349995 -3.625477 -0.802528 0.0 0.0 0.0
H -1.562442 -3.345755 -2.359080 0.0 0.0 0.0
H 0.297427 -4.196864 -1.590573 0.0 0.0 0.0
H 2.748794 -4.550877 -1.384694 0.0 0.0 0.0
H 4.140510 -2.739920 -0.357652 0.0 0.0 0.0
H 3.029727 -0.694289 0.443859 0.0 0.0 0.0
S 3.606567 -1.769732 3.113216 0.0 0.0 0.1
As 2.642650 -0.854090 4.588568 0.2 0.1 -0.2
S -0.285089 -0.026192 2.666581 -0.1 0.1 0.0
S 3.235445 1.645365 1.993073 -0.5 -0.3 -0.2
S 2.537687 1.516582 3.792277 -0.1 -0.2 0.2
C 1.395999 4.537289 -1.671345 0.0 0.0 -0.1
N 1.968401 3.388228 -0.948135 -0.1 0.0 -0.2
C 2.867382 2.558465 -1.758922 0.1 0.0 0.0
C 1.553880 3.053511 0.263904 -0.1 0.0 0.0
N 1.643774 1.661326 0.624053 0.6 0.3 0.3
N 1.119171 3.961045 1.116652 0.0 -0.1 0.0
C 1.620307 5.348619 1.041240 0.0 0.1 0.0
C 0.248212 3.678737 2.267789 0.0 0.1 0.0
H 1.112560 4.187642 -2.663259 0.0 0.0 0.0
H 2.123583 5.340807 -1.775683 0.0 0.0 0.0
H 0.508508 4.898813 -1.160703 0.0 0.0 -0.1
H 3.415850 3.218991 -2.427054 0.0 0.0 0.0
H 2.309632 1.843614 -2.368077 0.0 0.0 0.0
H 3.616681 2.056855 -1.145530 0.0 0.0 0.0
H 2.181790 1.232087 -0.130425 0.0 0.0 0.0
H 2.503445 5.393690 0.410677 0.0 0.0 0.1
H 1.901073 5.643239 2.050000 0.0 0.0 0.0
H 0.859369 6.034248 0.671437 0.0 0.0 0.0
H 0.686982 2.946563 2.933873 0.0 0.0 0.0
H -0.733197 3.350839 1.940288 0.0 0.0 0.0
H 0.125188 4.607156 2.816993 0.0 0.0 0.0
```
Positions in Å, forces in eV/Å.

Results
Multiplicity   1
Net charge   +3
Kohn-Sham gap   6.2 eV
E   -143595.773 eV